[1]
This record from OMol25 describes a single C6H10O molecule. The level of theory is wB97M-V/def2-TZVPD.

Element x y z (Å)
O (1.1682, -1.4736, 1.6551)
C (0.0442, 0.5174, -1.6345)
C (0.9544, 1.4386, -0.8246)
C (-0.9229, -0.2707, 1.5116)
C (0.0432, -1.2995, 2.0633)
C (-0.3593, -0.7919, -0.8921)
C (-1.3828, -0.3599, 0.0898)
H (0.5586, 0.2193, -2.5538)
H (1.3478, 2.2405, -1.4574)
H (1.8021, 0.8864, -0.4031)
H (-1.7635, -0.1169, 2.1971)
H (-0.8518, -1.4277, -1.6398)
H (0.5464, -1.2942, -0.5234)
H (0.4256, 1.9248, 0.0036)
H (-0.3657, -1.9294, 2.8818)
H (-0.3761, 0.6904, 1.4560)
H (-0.8685, 1.0462, -1.9297)

Its HOMO-LUMO gap is 8.146 eV. As for the total charge: 0. Its molar mass is 98.14 g mol⁻¹. The energy relative to the best compared isomer or geometry (same formula, charge and spin) comes out at 353.0 kJ/mol.

These are the natural (NBO) partial charges, in e, on atoms 1 to 4:
1 O -0.52
2 C -0.37
3 C -0.62
4 C -0.70

[2]
This record from OMol25 describes a single C6H10O molecule. The level of theory is wB97M-V/def2-TZVPD.

Element x y z (Å)
O (-1.9727, -0.1163, -0.7784)
C (-1.2874, -1.1945, -0.1145)
C (1.8585, -0.5754, -0.1708)
C (-0.5780, -0.2368, 0.8556)
C (-1.3235, 0.8522, 0.0544)
C (0.0156, 1.3422, -0.5339)
C (0.7784, 0.3527, 0.3993)
H (1.1860, 0.9198, 1.2446)
H (-0.6530, -1.7722, -0.8020)
H (0.2543, 2.3996, -0.3794)
H (-2.0008, -1.8775, 0.3645)
H (-2.0195, 1.5894, 0.4663)
H (0.0756, 1.1104, -1.6029)
H (1.9711, -0.4506, -1.2536)
H (1.6203, -1.6301, 0.0212)
H (-0.7124, -0.4369, 1.9215)
H (2.8406, -0.3691, 0.2685)

The SMILES is C[C@H]1C[C@H]2OC[C@@H]12. Its HOMO-LUMO gap is 10.485 eV. As for the total charge: 0. Its molar mass is 98.14 g mol⁻¹. The energy relative to the best compared isomer or geometry (same formula, charge and spin) comes out at 152.6 kJ/mol.

These are the natural (NBO) partial charges, in e, on atoms 1 to 4:
1 O -0.53
2 C -0.07
3 C -0.62
4 C -0.26

[3]
This record from OMol25 describes a single C6H10O molecule. The level of theory is wB97M-V/def2-TZVPD.

Element x y z (Å)
O (-0.0449, 2.2871, 0.6737)
C (0.0545, -1.1283, 1.1996)
C (0.6561, -0.3317, -1.1570)
C (-0.7998, 1.1057, 0.4123)
C (-0.5863, 0.0155, 1.4490)
C (0.7687, -1.4391, -0.0904)
C (-0.5818, 0.5727, -1.0089)
H (0.8582, 2.1385, 0.3666)
H (1.5639, 0.2868, -1.1362)
H (-1.4846, 0.0298, -1.3150)
H (0.6327, -0.7837, -2.1556)
H (0.4233, -2.4069, -0.4805)
H (-0.4797, 1.4251, -1.6928)
H (0.1186, -1.9115, 1.9586)
H (1.8273, -1.5991, 0.1629)
H (-1.0260, 0.2036, 2.4290)
H (-1.8381, 1.4446, 0.5146)

The SMILES is O[C@@H]1C=CCCC1. Its HOMO-LUMO gap is 10.395 eV. As for the total charge: 0. Its molar mass is 98.14 g mol⁻¹. The energy relative to the best compared isomer or geometry (same formula, charge and spin) comes out at 16.2 kJ/mol.

These are the natural (NBO) partial charges, in e, on atoms 1 to 4:
1 O -0.71
2 C -0.16
3 C -0.40
4 C 0.06

[4]
This record from OMol25 describes a single C6H10O molecule. The level of theory is wB97M-V/def2-TZVPD.

Element x y z (Å)
O (-0.9357, 1.2402, 0.5950)
C (-0.5075, 2.3745, -0.0934)
C (0.8599, 0.7483, -0.7933)
C (0.2258, 0.4094, 0.5768)
C (0.6103, -2.0781, -0.1025)
C (-0.1422, -1.0472, 0.6996)
C (-0.8170, -1.7633, -0.4321)
H (-0.4395, -1.3402, 1.7040)
H (-1.5808, -2.4933, -0.1799)
H (-1.3627, 2.9443, -0.4691)
H (1.3616, -1.7293, -0.8081)
H (0.1653, 3.0237, 0.4850)
H (-1.0014, -1.2006, -1.3428)
H (0.8511, -3.0198, 0.3816)
H (0.0248, 1.9957, -1.0600)
H (0.8560, 0.6920, 1.4414)
H (1.8321, 1.2436, -0.6020)

Its HOMO-LUMO gap is 8.432 eV. As for the total charge: 0. Its molar mass is 98.14 g mol⁻¹. The energy relative to the best compared isomer or geometry (same formula, charge and spin) comes out at 526.0 kJ/mol.

These are the natural (NBO) partial charges, in e, on atoms 1 to 4:
1 O -0.51
2 C -0.16
3 C -0.20
4 C -0.02

[5]
This record from OMol25 describes a single C6H10O molecule. The level of theory is wB97M-V/def2-TZVPD.

Element x y z (Å)
O (2.1362, 1.4019, 0.7837)
C (-0.2052, 1.2690, -0.1399)
C (0.8104, -0.5992, -0.2955)
C (-0.4139, -0.0312, -0.9809)
C (0.6080, -0.6502, 1.2053)
C (-1.7175, -0.7957, -0.8054)
C (1.0046, 0.6307, 0.5500)
H (2.5561, 1.1014, 1.5966)
H (1.3436, -1.3545, 1.5640)
H (-0.2289, 0.1440, -2.0429)
H (1.6094, -1.1960, -0.7264)
H (-1.6848, -1.7662, -1.3144)
H (-2.5660, -0.2327, -1.2071)
H (-0.3684, -0.7274, 1.6893)
H (-1.9241, -0.9881, 0.2528)
H (0.1295, 2.0973, -0.7686)
H (-1.0452, 1.6105, 0.4758)

The SMILES is C[C@H]1C[C@@]2(O)C[C@@H]12. Its HOMO-LUMO gap is 10.023 eV. As for the total charge: 0. Its molar mass is 98.14 g mol⁻¹. The energy relative to the best compared isomer or geometry (same formula, charge and spin) comes out at 143.5 kJ/mol.

These are the natural (NBO) partial charges, in e, on atoms 1 to 4:
1 O -0.69
2 C -0.41
3 C -0.24
4 C -0.21

[6]
This record from OMol25 describes a single C6H10O molecule. The level of theory is wB97M-V/def2-TZVPD.

Element x y z (Å)
O (0.2990, 0.6545, 2.3429)
C (1.3134, 0.5128, -0.6746)
C (-1.3437, 0.7289, 0.5714)
C (-0.8529, 0.5418, 1.9895)
C (0.2554, -0.4171, -1.1754)
C (1.6757, -0.9108, -0.9354)
C (-0.9431, -0.5834, -0.2291)
H (-2.4268, 0.9152, 0.6159)
H (-1.8146, -0.9416, -0.7867)
H (2.2832, -1.0993, -1.8192)
H (-0.8968, 1.6363, 0.1447)
H (1.6456, 1.3230, -1.3096)
H (-1.6156, 0.1840, 2.7142)
H (0.0107, -0.3844, -2.2384)
H (1.9269, -1.5517, -0.0922)
H (1.1837, 0.7536, 0.3754)
H (-0.7002, -1.3621, 0.5066)

The SMILES is O=CCCC1CC1. Its HOMO-LUMO gap is 10.856 eV. As for the total charge: 0. Its molar mass is 98.14 g mol⁻¹. The energy relative to the best compared isomer or geometry (same formula, charge and spin) comes out at 116.8 kJ/mol.

These are the natural (NBO) partial charges, in e, on atoms 1 to 4:
1 O -0.53
2 C -0.44
3 C -0.52
4 C 0.45